C16H31FeN4O8P3 as an isolated structure at a distorted geometry, computed with ωB97M-V with the def2-TZVPD basis set.

CARTESIAN COORDINATES (ANGSTROEM)
Fe1 0.2850 0.3870 -0.5241
N1 3.1427 -0.3450 3.0200
C1 2.8722 0.8383 2.1031
C2 3.7539 2.0115 2.5050
P1 1.0799 1.3419 2.2729
O1 0.8244 0.8113 3.7929
O2 0.9021 2.7879 2.1567
O3 0.2547 0.3751 1.4098
P2 3.1711 0.0986 0.4244
O4 4.7463 0.2592 0.2088
O5 2.4164 0.9354 -0.5797
O6 2.8454 -1.3445 0.6362
H1 2.5898 -0.2648 3.8775
H2 4.1354 -0.4006 3.2489
H3 2.8924 -1.1858 2.4572
H4 3.5663 2.3130 3.5373
H5 3.5170 2.8662 1.8737
H6 4.8103 1.7638 2.3884
H7 0.4420 1.5075 4.3427
H8 5.0029 1.0188 -0.3286
N2 0.6738 0.4177 -2.4996
C3 0.9395 1.8160 -2.9301
C4 0.8572 2.7428 -1.7320
O7 1.2813 3.8626 -1.7662
O8 0.1936 2.2091 -0.7198
H9 1.5279 -0.1231 -2.6004
H10 -0.0224 0.0055 -3.1107
H11 0.1661 2.1305 -3.6328
H12 1.9006 1.9083 -3.4277
C5 -3.8299 2.8383 0.2262
C6 -2.3709 2.4929 -0.0673
P3 -2.0072 0.7295 -0.3634
C7 -2.9703 0.3569 -1.8772
C8 -2.8234 -1.0334 -2.4893
C9 -2.9595 -0.0511 0.9927
C10 -2.8755 -1.5468 1.2704
H13 -3.9222 3.9219 0.2895
H14 -4.1754 2.4310 1.1754
H15 -4.5075 2.5038 -0.5601
H16 -1.7126 2.8071 0.7465
H17 -2.0200 3.0326 -0.9455
H18 -2.7155 1.1355 -2.6031
H19 -4.0161 0.5283 -1.6116
H20 -1.7982 -1.2502 -2.7869
H21 -3.4436 -1.1175 -3.3808
H22 -3.1318 -1.8169 -1.7988
H23 -3.9928 0.2129 0.7524
H24 -2.6981 0.5160 1.8893
H25 -3.0101 -2.1522 0.3746
H26 -3.6633 -1.8226 1.9713
H27 -1.9329 -1.8132 1.7320
N3 0.8439 -5.1061 -3.8572
C11 0.7236 -4.5410 -2.8656
C12 0.5658 -3.8344 -1.6244
C13 0.6128 -4.4834 -0.3959
C14 0.4593 -3.7188 0.7414
C15 0.2726 -2.3540 0.6231
N4 0.1902 -1.7237 -0.5576
C16 0.3563 -2.4656 -1.6549
H28 0.7730 -5.5517 -0.3469
H29 0.4961 -4.1668 1.7236
H30 0.2050 -1.7200 1.4911
H31 0.3102 -1.9816 -2.6168

Summary:
Net charge: +1
Relative energy (zero: lowest compared OMol25 entry of this formula, charge and spin) in kJ/mol: 0.0
<S²>: 0.786
HOMO level (alpha / beta) in eV: -12.31 / -12.27
LUMO energy (alpha / beta) in eV: -3.328 / -3.384
Total energy in eV: -101691.011
Orbital gap (alpha / beta) in eV: 8.984 / 8.889
2S+1: 2